2 unconnected molecules or ions with the total composition C5H10O. Source: the Open Molecules 2025 dataset; level of theory: ωB97M-V with the def2-TZVPD basis set.

```
16
Properties=species:S:1:pos:R:3:forces:R:3
C 2.70809 -0.22419 -0.28102 0.1 0.0 0.0
C 1.47848 0.20209 -1.07507 -0.1 0.0 0.0
C -0.62963 0.11217 1.08920 0.4 0.0 0.5
O 0.23211 0.09799 1.88137 -0.7 0.0 -0.6
C -1.62322 0.11478 0.22900 0.2 0.0 0.1
C -3.05194 -0.07774 0.66916 -0.1 0.0 0.1
H 3.58717 0.36972 -0.54758 -0.1 -0.1 0.0
H 2.53598 -0.10808 0.79327 0.0 0.0 -0.2
H 2.94090 -1.27782 -0.46436 0.0 0.1 0.0
H 1.67131 0.25042 -2.15156 0.0 0.0 0.1
H 1.11583 1.18712 -0.75690 0.1 -0.1 -0.1
H 0.66917 -0.51916 -0.92609 0.1 0.1 -0.1
H -1.36936 0.27019 -0.81341 0.0 0.0 0.2
H -3.62897 0.84865 0.57569 0.1 -0.1 0.0
H -3.53846 -0.84936 0.06449 0.0 0.1 0.1
H -3.09746 -0.39678 1.71378 0.0 0.0 -0.1
```
Forces are in eV/Å.

The value obtained for the LUMO energy is 0.8 eV. As for the structure (SMILES): CC=C=O.CC. Its spin multiplicity is 1. The energy relative to the best compared isomer or geometry (same formula, charge and spin) is 29.2 kcal/mol.

These are the natural (NBO) partial charges, in e, on atoms 1 to 4: -0.61 -0.61 0.72 -0.47